64
Properties=species:S:1:pos:R:3:forces:R:3:mulliken_charge:R:1 method="wB97M-V/def2-TZVPD" gap_ev="5.9 / 5.8" lumo_ev="-1.122 / -0.619" spin_multiplicity=1
Pb 0.40298 0.47928 -0.45911 0.8 -0.6 -0.5 1.05
Br -3.81907 -1.74793 0.96509 0.1 -0.3 1.6 -0.16
P 0.06221 -2.19992 -0.97941 -0.5 0.2 -1.2 0.88
P 0.66882 3.25090 -0.31533 0.0 -0.4 0.0 0.75
O 0.66339 -1.67389 3.20895 1.1 0.8 -1.2 -0.78
O -1.55746 1.26688 1.02147 0.3 -0.4 3.5 -0.66
O -0.28769 -1.27453 1.23882 -0.5 -0.5 1.1 -0.18
N 1.53520 0.55431 -2.42289 -0.6 -0.1 1.4 -0.77
C -3.70898 -2.93876 3.46104 -0.7 -0.2 0.8 -0.41
C 1.94068 0.79859 -3.60866 0.7 0.3 -1.3 -0.38
C 2.04882 3.78714 0.75303 0.1 0.3 0.0 -1.25
C 1.67473 1.13384 -6.04949 -0.4 0.0 0.9 -0.52
C 3.92209 0.99500 -5.09658 -0.6 -0.1 1.0 -0.53
C 0.12922 -2.44354 -2.78366 0.6 -0.5 -0.4 -1.20
C 1.27433 -3.38185 -0.28990 0.1 -0.2 -0.2 -1.22
C 0.00005 1.33842 2.87460 0.8 -0.1 0.6 -0.94
C -2.35677 0.49698 3.15635 -0.8 -0.2 0.0 -1.53
C -1.31293 1.03662 2.24844 -0.4 0.2 -2.8 1.10
C -1.66969 -2.68690 -0.71387 0.6 0.0 1.2 -0.62
C -1.04722 -2.88066 4.23376 -1.4 -1.3 0.6 -0.40
C 3.38001 0.84884 -3.82109 0.0 0.1 -1.1 -0.18
C -1.98316 -3.15384 5.20612 -0.7 -0.4 -0.2 -0.66
C -2.78900 -2.52512 2.52056 0.3 -0.1 0.3 -0.43
C 3.06945 1.13278 -6.20187 0.2 0.0 -0.2 -0.23
C 1.10011 0.99311 -4.78653 0.7 -0.1 -0.3 -0.08
C -1.42963 -2.57714 2.91098 -0.4 1.0 0.2 0.75
C -3.33673 -3.18277 4.79454 0.1 -0.4 0.0 -0.54
C 0.95112 3.99277 -1.94584 0.0 0.4 -0.1 -1.05
C -0.25531 -1.81913 2.39347 1.2 1.1 -1.0 0.47
C -0.84641 4.00927 0.33491 -0.1 0.5 0.1 -1.05
H 0.01994 -2.81736 4.45714 -0.8 -0.2 0.0 0.41
H 1.02808 1.24230 -6.91711 0.2 0.0 0.1 0.36
H -0.60792 -1.82537 -3.31698 0.1 -0.1 0.4 0.31
H 2.08586 4.88373 0.81209 0.1 -0.2 0.1 0.40
H -4.13071 -3.43824 5.49929 0.3 0.1 -0.1 0.38
H 0.09403 2.43072 2.94828 0.1 -0.1 0.0 0.45
H -0.72660 5.08748 0.49444 -0.1 -0.1 0.0 0.43
H -4.74457 -3.02099 3.10528 0.4 0.1 0.7 0.37
H 3.49994 1.24212 -7.19556 -0.1 0.0 0.2 0.36
H 1.87418 0.48458 0.66236 -0.2 -0.1 -0.4 -0.08
H -1.80260 -2.35649 0.33055 0.3 -0.6 -1.2 -0.64
H 1.94467 3.36412 1.76168 -0.1 0.1 -0.3 0.33
H -1.66540 3.82543 -0.37200 0.2 0.1 0.1 0.32
H 0.02439 0.98932 -4.62367 0.1 0.0 -0.1 0.42
H 0.88778 0.90767 2.37560 -0.6 0.3 -0.2 0.14
H -2.77947 1.32462 3.74603 0.1 -0.1 -0.2 0.49
H 3.98342 0.73257 -2.92705 0.1 0.0 -0.2 0.44
H -1.61941 -3.38827 6.22472 -0.7 0.3 -0.6 0.38
H -0.06826 -3.50603 -2.99778 0.1 0.3 -0.2 0.45
H 4.99886 0.99503 -5.20892 0.0 0.0 -0.2 0.37
H -1.15101 3.51773 1.26531 0.2 0.2 -0.2 0.20
H 1.11823 -2.15427 -3.15906 -0.2 -0.2 0.0 0.31
H 1.07278 -4.41299 -0.62862 0.1 0.4 0.1 0.39
H 2.24298 -3.03133 -0.68846 -0.3 -0.3 0.1 0.31
H 1.00312 5.08886 -1.87262 0.0 -0.2 -0.2 0.43
H -3.14447 0.04796 2.53767 0.2 0.4 0.5 0.16
H -1.91133 -3.75494 -0.75723 0.2 0.1 -0.4 0.40
H 0.03661 0.89380 3.87553 -0.1 0.3 -0.1 0.39
H 1.34449 -3.35967 0.80588 -0.2 0.2 -0.4 0.32
H -1.97954 -0.24058 3.88247 0.1 0.4 -0.3 0.33
H 0.13354 3.69671 -2.61819 0.2 0.1 0.2 0.30
H 2.99287 3.40958 0.33566 -0.3 0.1 0.1 0.31
H -2.35534 -2.07225 -1.31282 0.5 -0.3 -0.1 0.53
H 1.87769 3.58568 -2.37182 -0.2 0.2 0.2 0.29

67
Properties=species:S:1:pos:R:3:forces:R:3:mulliken_charge:R:1 method="wB97M-V/def2-TZVPD" gap_ev=3.5 lumo_ev=-7.099 spin_multiplicity=1 total_charge=+1
I 0.40681 -2.70701 -4.38434 -0.4 -0.2 0.4 0.13
Cl 3.83410 -2.41946 -0.01492 -0.2 0.0 -0.3 -0.19
S -2.90520 -5.43205 -3.06318 0.1 0.2 0.1 -0.20
S -2.09868 -5.09657 -0.25549 -0.2 0.2 0.8 -0.19
O 4.07642 -2.38567 -3.04500 0.3 0.6 -0.5 -0.46
O 0.75745 4.05784 1.02579 1.2 1.7 0.6 -0.35
O 4.27577 -2.74555 -5.32065 -0.3 -0.6 1.0 -0.45
O 2.91297 -4.01062 -3.92165 0.0 0.8 -0.8 -0.41
N 0.30371 4.07355 2.14118 -2.0 -4.3 -4.2 0.87
N -3.24136 -3.13691 -1.83646 0.3 0.1 0.5 0.18
N -3.90102 -1.10485 -1.24245 -0.6 1.7 -0.9 -0.58
C -0.24381 1.63026 2.45735 -1.1 0.3 -1.0 -1.05
C -3.48036 -2.22599 -0.82405 0.3 -0.7 1.4 -0.05
C 2.66809 -0.13043 -0.94462 -0.8 0.0 0.4 -0.42
C -0.41277 -5.55074 -0.78440 0.3 1.2 -0.8 -0.95
C -3.53490 -2.43221 -2.97638 -0.5 0.4 -2.4 -0.22
C 2.64222 -1.66169 -1.11850 -0.1 0.5 0.0 0.75
C -1.16083 4.44785 2.07480 -2.2 2.9 1.8 1.48
C 0.27642 -4.23861 -1.25448 0.5 -0.4 0.6 0.00
C -1.73306 1.98134 2.44883 0.1 0.2 0.2 -0.58
C 1.53687 0.55372 -1.75398 1.0 -0.1 -0.1 -1.18
C 2.76595 -2.11605 -2.56112 -0.4 -0.3 -1.0 -0.19
C -3.95475 -1.20225 -2.65003 0.3 -0.2 1.6 -0.64
C -1.40809 5.62942 1.12957 0.8 -0.2 -0.7 -1.71
C -2.00413 3.24121 1.62618 0.7 -1.3 -0.2 -1.27
C -2.80869 -4.45726 -1.76564 0.3 -0.9 -1.0 0.33
C 2.13417 2.37884 2.55404 0.1 0.4 -1.0 -1.69
C 3.81987 -3.01102 -4.26047 0.3 -0.4 0.8 0.59
C -1.66604 4.95934 3.44260 0.2 -0.3 0.4 -1.67
C 0.66872 3.01100 4.37788 -0.5 0.3 0.2 -1.74
C 1.60807 -4.47155 -2.00066 -0.3 0.5 0.2 -1.10
C 0.68806 2.79439 2.84794 2.0 -0.7 3.7 1.56
C 1.96935 -3.40073 -3.02928 1.0 -0.6 -0.2 0.13
H 2.40934 0.03833 0.11243 0.4 -0.1 -0.1 0.14
H 0.15021 -5.89744 0.08766 -0.5 -0.2 0.0 0.44
H 0.58802 0.03445 -1.57643 0.0 0.3 -0.1 0.30
H 2.40207 -4.44597 -1.23958 0.0 -0.1 -0.4 0.38
H -0.95779 5.65740 3.89116 0.0 0.0 0.0 0.39
H 1.15920 2.18107 4.88145 0.1 0.0 -0.2 0.47
H 2.42073 1.53368 3.17486 -0.3 0.0 0.1 0.44
H 3.65574 0.30297 -1.12638 -0.1 -0.1 -0.1 0.36
H 1.64729 -1.97319 -0.77928 0.2 -0.1 0.0 -0.23
H -0.33108 3.06167 4.80131 0.0 0.1 -0.1 0.30
H 1.78298 0.53510 -2.82061 -0.3 0.0 0.1 0.44
H -2.46131 5.89762 1.14392 0.0 -0.2 0.2 0.44
H 0.53138 -3.71224 -0.32163 -0.3 0.1 -0.2 0.26
H -0.40113 -6.32365 -1.55729 -0.3 0.1 0.1 0.49
H -2.09971 2.10190 3.47034 0.0 0.0 0.0 0.34
H 1.20531 3.91996 4.65392 0.0 0.0 0.0 0.41
H -0.07064 0.79546 3.13612 0.3 0.2 0.2 0.45
H 2.83446 3.19028 2.76012 0.0 0.0 0.0 0.48
H 2.26963 2.06265 1.51916 0.0 0.1 0.0 0.34
H 1.48700 1.61122 -1.46902 -0.2 -0.2 0.0 0.30
H -2.60744 5.49005 3.31954 0.1 0.0 -0.2 0.48
H -1.87004 4.16860 4.15941 0.1 0.0 0.0 0.29
H -0.41031 -3.57759 -1.79138 0.1 -0.3 -0.2 0.07
H 0.02634 1.27446 1.45652 0.2 0.2 0.0 0.22
H -1.80548 3.02238 0.57100 0.1 0.2 0.0 0.41
H -2.29429 1.14795 2.02213 0.0 0.0 0.0 0.47
H -3.47051 -2.73076 -4.01259 0.3 -0.8 0.4 0.41
H -4.25507 -0.39054 -3.29282 0.0 -0.1 0.1 0.40
H -3.35731 -2.41585 0.23477 0.2 -0.5 -0.3 0.39
H 1.68793 -5.44349 -2.49862 -0.3 0.2 0.0 0.54
H 2.39720 -1.34832 -3.25068 -0.1 0.3 0.7 0.39
H -0.83538 6.50539 1.43896 0.0 0.0 0.0 0.46
H -1.15815 5.40417 0.09290 0.1 0.0 0.0 0.40
H -3.06053 3.50072 1.69025 0.1 0.4 0.1 0.38

83
Properties=species:S:1:pos:R:3:forces:R:3:mulliken_charge:R:1 method="wB97M-V/def2-TZVPD" gap_ev=9.8 lumo_ev=-2.897 spin_multiplicity=1 total_charge=+1
S 1.05676 3.45816 -0.55373 2.9 -1.2 2.6 1.27
F 9.20323 1.89625 -3.69537 -0.5 0.3 0.1 -0.24
F 0.82128 -0.24458 0.39330 -0.2 -0.2 -0.3 -0.31
F 1.64652 -8.33431 -0.74773 0.4 0.2 0.2 -0.26
F -5.64959 0.02167 3.18161 -0.3 0.2 0.0 -0.28
F 8.63748 1.40697 -1.67589 -0.3 0.3 -0.1 -0.24
F 2.59344 -7.29549 -2.38174 0.4 0.1 0.4 -0.24
F 1.41126 1.38125 -0.90388 0.4 -12.4 -5.3 0.11
F -6.25223 -1.36130 1.63657 -0.3 0.5 0.0 -0.26
F 3.18853 -9.31106 -1.89950 0.3 0.3 0.3 -0.25
F -0.33851 0.18663 -1.38533 -0.1 -0.3 -0.3 -0.33
F -6.82716 -1.72008 3.67504 -0.2 0.4 -0.2 -0.24
F 9.68639 3.24957 -2.08949 -0.5 0.1 -0.1 -0.25
O -8.46916 0.42058 3.71531 0.8 -0.3 -0.3 -0.30
O 6.84363 3.42166 -1.56962 0.6 -0.2 -0.1 -0.35
O 2.23137 4.62624 -0.45781 -2.3 -0.8 0.8 -0.44
O 1.48879 2.38949 0.54158 -2.5 9.9 2.4 -0.61
O 2.64593 -0.49377 -2.48326 -0.3 0.6 0.3 -0.51
O 1.43816 -2.09679 -1.47679 -0.4 0.8 0.2 -0.30
O 6.94234 3.45235 -3.81401 0.5 -0.3 0.0 -0.50
O -4.95804 2.97673 1.77922 0.2 -0.2 -2.9 -0.34
O -4.84927 5.08619 1.02866 -0.4 -0.7 -0.6 -0.43
O 4.63104 -6.68782 -0.64320 -0.4 -0.1 -0.4 -0.50
O -8.39630 0.35477 1.47205 0.6 -0.3 -0.1 -0.51
O 3.91050 -8.31991 0.72122 -0.3 -0.1 -0.7 -0.33
O 1.06124 2.97044 -1.92642 -1.4 4.8 0.4 -0.63
N -1.96069 1.70099 -0.07681 -0.8 0.0 -0.1 0.01
C 4.90074 -7.94266 1.69477 0.4 0.2 0.6 -0.20
C -7.94757 0.05904 2.54345 -1.2 0.9 0.3 0.35
C 4.46899 -6.70873 2.46079 -0.3 0.2 -0.2 -1.01
C -4.27544 1.90955 1.08524 0.8 -0.8 0.4 -0.50
C -2.12177 2.58257 -1.28786 -0.5 0.6 -1.3 -0.48
C 4.45222 3.21709 -1.97420 0.3 -0.4 -0.4 -0.67
C 8.73612 2.41973 -2.55661 1.4 -0.9 0.1 0.88
C 2.82668 -8.13449 -1.36149 -1.1 -0.6 -1.0 0.87
C 7.40501 3.14640 -2.75367 -1.1 0.7 0.2 0.36
C -2.69982 2.15259 1.14493 -0.7 -0.3 2.1 -0.57
C -9.66063 1.22911 3.65492 -0.8 0.4 0.1 -0.18
C -0.52283 4.34319 -0.10715 -0.2 1.1 -0.1 -0.95
C 5.59987 4.13913 -1.61731 -0.7 0.2 0.0 -0.45
C 3.89411 -7.60211 -0.40462 0.8 0.1 1.1 0.39
C 2.15610 -3.10694 -2.21712 0.5 -0.7 -0.3 -0.16
C -10.87880 0.38186 3.34908 0.1 -0.3 -0.2 -1.13
C -5.19466 3.96729 0.78726 0.4 1.1 1.4 0.19
C -1.78001 4.08527 -1.01984 -0.1 -0.2 -0.2 -0.52
C 1.79350 -0.83252 -1.71723 0.5 -1.5 -0.6 -0.14
C -6.67182 -0.75646 2.75788 0.9 -1.3 0.3 0.93
C 3.52449 -3.35391 -1.61709 0.1 0.3 0.2 -1.10
C 0.92781 0.12772 -0.89930 1.1 0.9 0.5 1.27
H -2.31549 1.51724 1.99753 -0.2 0.7 -1.0 0.36
H 2.21957 -2.83429 -3.27256 0.0 0.2 0.2 0.32
H -1.65704 4.58653 -2.02442 0.1 -0.7 1.1 0.44
H 5.44029 4.55208 -0.61969 0.3 -0.2 0.0 0.32
H 4.41089 2.37055 -1.28435 0.0 0.1 0.1 0.29
H -10.97103 -0.43049 4.07233 0.0 0.1 0.1 0.31
H 4.15252 -2.46358 -1.68125 0.0 -0.1 -0.1 0.35
H -2.68880 4.58369 -0.56573 1.2 -0.4 -0.2 0.21
H 3.48736 -6.86335 2.91317 0.1 -0.1 0.1 0.30
H 4.99729 -8.78379 2.38212 -0.2 -0.1 -0.3 0.32
H 3.50976 3.74864 -1.93865 0.2 0.0 -0.1 0.07
H 5.67080 4.98312 -2.30692 0.1 -0.2 -0.1 0.35
H 4.38285 -5.84324 1.80147 0.1 -0.1 0.0 0.24
H -9.77350 1.68995 4.63678 0.3 -0.2 0.0 0.33
H -4.59406 1.81494 0.01191 0.0 0.0 0.9 0.31
H -9.53744 2.03825 2.93192 0.2 -0.2 -0.1 0.30
H -0.70482 4.16124 0.98238 0.3 -0.1 -1.0 0.39
H -3.20556 2.51985 -1.59948 1.1 0.0 0.4 0.46
H -2.51173 3.21143 1.44616 0.0 -0.9 -0.7 0.22
H -0.28380 5.44422 -0.20595 0.0 -1.2 0.1 0.52
H 2.26187 4.81495 0.50948 0.4 0.0 -0.6 0.38
H 5.87298 -7.80394 1.21750 -0.2 0.1 -0.2 0.31
H -11.78537 0.98729 3.37701 0.1 0.0 0.0 0.38
H -2.36208 0.78208 -0.33161 0.5 0.3 0.1 0.42
H -1.53223 2.15378 -2.14659 -0.4 0.4 1.2 0.36
H 5.18854 -6.47118 3.24527 0.0 -0.1 0.0 0.37
H -5.69609 3.67306 -0.18197 0.4 -0.3 1.0 0.39
H 4.03128 -4.16810 -2.13595 -0.1 0.0 0.0 0.36
H 3.43868 -3.60642 -0.55834 0.0 -0.2 -0.1 0.30
H 4.57372 2.80330 -2.97665 0.0 0.1 0.0 0.39
H 1.56101 -4.01901 -2.15636 -0.2 0.3 0.2 0.27
H -4.47334 0.96345 1.65174 -0.1 0.9 -0.8 0.29
H -10.80437 -0.07789 2.36226 0.0 0.1 0.0 0.33
H -0.97188 1.50807 0.13863 -0.2 0.3 0.0 0.13